The following is a DFT calculation (ωB97M-V/def2-TZVPD) of a 15-piece molecular cluster, C64H173N15O17 overall.

Structure (XYZ):
```
269
Properties=species:S:1:pos:R:3:forces:R:3:mulliken_charge:R:1
O 28.106 19.333 13.849 0.5 0.0 -0.2 -0.2852
O 19.940 14.909 17.424 -0.3 0.5 0.4 0.9997
O 22.019 11.276 15.572 0.0 0.0 0.1 -0.5120
O 14.862 10.347 18.206 0.6 -2.3 1.3 -0.2615
O 23.118 18.142 23.546 1.0 -0.3 -0.1 -0.0659
O 21.947 13.163 23.781 -1.3 0.4 0.6 -0.4662
O 18.574 13.707 22.091 0.6 0.6 0.6 -0.2138
O 11.795 17.160 12.324 -0.2 0.8 0.8 -0.3097
O 25.344 22.370 16.477 -0.8 -0.8 -0.4 -0.3864
O 26.196 19.779 21.571 0.2 -0.9 -0.9 -0.4408
O 16.396 17.341 18.804 -0.1 0.0 -0.1 -0.1389
O 24.496 15.330 15.909 1.7 -0.1 0.0 0.5723
O 27.238 11.739 12.357 0.2 0.4 1.3 -0.1805
O 16.956 16.108 12.802 -1.4 -0.3 0.8 -0.4881
O 20.778 13.675 12.402 0.5 1.9 0.1 -0.5696
O 31.195 13.180 13.827 -0.1 1.2 0.8 -0.2339
O 19.420 22.255 13.640 -0.5 -0.1 -0.2 -0.3405
N 18.843 19.948 19.200 -0.6 0.4 -0.7 -0.5051
N 14.267 17.310 13.921 -1.0 0.3 -0.5 -0.2380
N 20.803 19.241 15.213 0.1 0.7 -1.8 0.3095
N 30.834 14.454 17.290 -0.7 -0.1 -0.4 -0.6719
N 29.039 17.920 20.097 0.3 -0.5 0.3 -0.5498
N 22.278 10.860 22.009 -1.3 -0.7 0.0 -0.6428
N 15.685 13.637 16.745 0.2 -0.7 -0.7 -0.3492
N 19.738 9.879 16.407 -0.3 0.2 0.3 -0.7106
N 25.190 12.284 9.442 0.2 -0.4 -0.4 -0.7478
N 22.510 15.728 18.150 3.0 0.6 -0.8 0.2186
N 23.186 20.727 16.698 -1.0 -0.8 -0.2 -0.4116
N 21.326 16.241 15.086 -0.1 -0.9 -0.8 1.7505
N 27.237 19.001 11.273 -0.5 0.0 -0.7 -0.8699
N 17.050 16.938 22.794 0.4 -0.3 -0.5 -0.3424
N 19.603 19.082 23.229 0.0 -1.3 -0.8 -0.7187
C 24.495 20.117 16.852 -0.2 0.6 0.4 1.7667
C 24.818 19.934 21.292 -0.6 0.2 -1.2 0.0536
C 21.879 18.707 23.784 -0.5 1.2 -0.7 -1.5992
C 18.684 19.501 13.930 -0.5 -0.4 0.7 -1.1088
C 10.503 17.146 11.724 0.1 -0.6 0.2 -0.7766
C 25.396 21.259 17.347 -0.3 -0.2 0.9 -0.9145
C 25.710 14.958 15.137 -1.3 -0.1 1.1 -0.3725
C 14.750 11.302 17.235 -2.1 1.2 -0.6 -0.8056
C 23.152 11.988 22.101 0.5 0.8 -0.3 0.4667
C 28.950 20.337 20.471 1.2 -1.4 -0.8 -1.3769
C 28.156 18.081 13.213 -0.6 -0.4 0.7 -0.5998
C 28.910 13.634 15.744 -0.8 0.0 1.2 0.0537
C 22.384 13.258 22.468 0.8 -0.2 -1.1 0.0706
C 13.371 18.448 13.568 1.8 -0.2 1.0 -0.8832
C 25.043 19.498 15.606 -1.0 -1.4 -1.4 -1.3726
C 24.637 12.525 11.780 -1.1 -0.3 1.1 -1.2871
C 17.690 15.666 23.134 1.1 -0.3 -0.2 2.8739
C 16.487 19.715 20.297 0.6 -0.3 -0.3 -1.7763
C 20.697 18.043 23.120 -1.4 1.2 1.6 1.3600
C 15.685 17.670 14.081 -1.0 0.8 -1.2 -0.9227
C 30.342 13.670 16.157 1.9 0.0 -2.0 0.2111
C 16.521 16.442 14.149 1.6 -1.3 -0.1 0.0273
C 18.552 14.679 17.203 0.6 -1.1 0.3 0.2295
C 14.142 9.108 18.054 -0.3 0.8 0.4 -0.8209
C 26.974 17.990 12.286 0.2 -0.6 -0.4 1.2704
C 17.197 15.098 24.438 -1.3 1.7 0.5 -1.9450
C 20.528 12.337 12.331 -0.2 -1.9 1.4 -0.5541
C 20.038 11.217 16.922 -1.2 -1.3 1.3 1.1878
C 23.688 16.626 17.803 -1.7 -1.4 -1.3 -0.7209
C 24.832 15.831 17.206 -0.1 -1.0 1.2 -1.6644
C 15.626 12.504 17.697 -0.9 -0.1 -0.9 2.1965
C 21.378 16.518 18.447 -1.3 1.3 -0.2 0.1090
C 31.206 14.106 14.954 0.5 -1.6 0.1 -0.9048
C 28.296 10.882 12.786 -1.2 1.0 0.0 -0.5448
C 26.974 16.558 11.744 0.1 -0.1 1.3 -1.5698
C 25.742 12.548 10.740 -0.8 -0.1 1.4 1.3197
C 29.093 19.462 14.835 -0.1 0.1 0.4 -0.7351
C 19.458 11.327 18.363 0.9 -0.3 -0.4 -0.9619
C 24.004 12.157 20.842 -1.6 -0.3 -0.4 -1.4703
C 19.371 23.592 13.991 0.3 0.9 -0.5 -0.7876
C 21.156 15.690 13.705 1.0 -0.7 0.5 0.3396
C 15.625 16.888 17.749 -0.9 -1.9 -0.8 -0.5601
C 20.208 15.606 18.663 0.0 -1.1 0.3 1.0785
C 17.719 19.074 19.565 0.0 2.2 0.5 2.2947
C 22.313 16.246 12.862 -0.3 0.8 -0.2 -1.3491
C 11.953 18.060 13.460 -1.1 -0.8 -1.4 -0.4969
C 32.017 13.735 12.790 -1.0 -1.0 0.1 -0.7102
C 20.061 20.065 14.189 1.3 -1.2 0.1 0.4728
C 21.091 14.290 24.049 1.2 0.0 0.8 0.3369
C 26.832 11.551 11.050 0.4 -0.8 -0.9 -1.1115
C 20.817 17.687 21.719 0.2 0.1 -1.6 -0.4633
C 23.884 17.822 24.726 -1.7 0.0 -1.1 -0.9198
C 17.476 14.803 12.690 0.6 0.2 0.7 -0.6217
C 20.081 21.518 14.583 0.9 -1.5 1.6 -0.8222
C 26.852 18.972 20.563 -0.4 -0.2 0.4 0.4555
C 15.025 13.071 18.957 0.0 -0.3 0.6 -1.3517
C 21.086 14.139 13.725 -0.9 0.6 -1.2 0.5406
C 28.356 18.980 20.864 -0.1 0.1 0.4 0.2414
C 18.505 12.729 21.122 -2.2 -1.3 -1.4 -0.4041
C 23.307 11.856 15.513 -0.2 -0.4 -2.0 -0.0385
C 17.545 14.658 22.007 -0.1 0.2 -0.3 -0.2354
C 26.265 23.360 16.789 -1.8 1.6 0.4 -0.7684
C 17.122 18.469 18.354 1.1 -1.1 -0.3 -0.7187
C 21.482 11.571 16.851 0.0 1.3 -0.8 -0.2841
H 18.276 18.377 20.185 -0.8 -0.8 0.2 -1.2514
H 26.202 13.523 10.851 0.3 0.6 -0.2 -0.1629
H 32.229 14.148 15.336 0.1 0.3 -0.2 0.4112
H 14.911 17.617 17.414 -0.3 0.9 -0.3 0.3819
H 21.149 21.806 14.658 -0.4 0.1 0.2 0.3348
H 30.048 17.974 20.293 -0.6 0.1 -0.2 0.2555
H 30.047 20.247 20.586 -0.3 0.2 -0.1 0.4203
H 14.182 16.825 13.053 0.4 -1.4 -0.4 0.2385
H 28.993 10.928 11.985 1.3 -0.4 -0.3 0.3447
H 24.107 11.579 11.969 0.5 -0.3 -0.7 0.3126
H 11.304 18.904 13.273 0.0 0.7 0.0 0.4670
H 28.308 13.471 16.643 -0.3 0.0 -0.1 0.4215
H 25.922 12.446 8.776 0.0 0.0 -0.7 0.3002
H 29.054 18.640 15.557 -0.3 0.0 0.2 0.2636
H 19.627 21.551 15.608 0.1 0.6 -0.5 0.2773
H 27.677 11.725 10.323 -0.4 -0.3 0.5 0.3919
H 28.754 20.491 19.402 0.0 0.2 0.2 0.2682
H 18.376 14.719 13.333 -0.4 -0.3 -0.2 0.1760
H 25.700 16.449 17.242 0.8 1.0 -0.8 0.7482
H 23.779 11.847 22.957 1.0 0.0 0.6 0.2200
H 18.688 24.011 13.283 -0.7 0.7 0.0 0.2915
H 26.474 15.740 15.282 -0.4 -0.1 -0.6 0.1587
H 21.069 17.255 17.679 0.3 -0.3 -0.4 -0.6798
H 22.405 15.140 17.325 -0.6 0.0 0.2 -0.3801
H 23.288 21.655 16.330 0.0 0.3 -0.3 0.4165
H 13.073 9.346 18.077 -0.1 -0.1 0.0 0.3407
H 16.656 12.084 17.835 -0.8 0.6 0.0 -1.4080
H 28.894 20.405 15.331 0.1 0.1 0.2 0.1922
H 16.117 14.941 24.299 0.1 0.0 0.4 0.5035
H 23.088 14.097 22.400 0.0 0.2 -0.2 0.2508
H 14.728 12.262 19.648 0.2 0.5 -0.1 0.4195
H 31.719 14.768 12.597 0.3 0.1 -0.1 0.3075
H 26.696 19.437 19.587 0.0 0.1 -0.2 -0.3860
H 21.731 15.202 24.151 -0.4 -0.4 -0.1 -0.0675
H 26.160 14.000 15.440 -0.3 0.2 0.5 0.2955
H 17.929 18.143 17.675 -0.2 0.0 -0.1 -0.1274
H 25.368 20.263 14.931 0.2 0.5 -0.5 0.6369
H 16.632 16.901 21.869 0.0 0.1 0.2 0.0430
H 16.361 17.214 23.466 -0.4 0.0 0.2 0.2508
H 20.345 17.142 23.615 0.4 -0.2 0.7 -0.2736
H 23.931 11.450 16.290 0.5 0.0 0.5 0.4907
H 22.530 20.181 16.096 0.7 0.5 0.6 0.1246
H 26.439 20.974 17.456 0.3 -0.4 0.0 0.4890
H 24.885 17.630 24.393 0.5 0.1 0.1 0.1702
H 24.220 19.042 21.518 0.3 0.0 0.2 0.0109
H 19.715 12.272 18.845 -0.2 0.2 -0.4 -0.6369
H 20.606 14.102 25.021 0.0 0.1 -0.5 0.3002
H 21.875 10.758 22.932 -0.4 -0.1 0.0 0.2624
H 26.515 19.051 10.559 0.0 -0.3 0.0 0.2962
H 15.006 10.913 16.245 0.3 0.1 -0.2 0.4177
H 28.632 21.156 21.069 -0.6 0.6 0.4 0.3290
H 19.457 11.885 16.322 -0.1 0.7 -0.6 -0.5994
H 28.575 14.525 15.246 -0.1 0.7 -0.1 -0.2043
H 24.244 18.892 15.042 1.1 0.7 0.9 -0.1514
H 17.903 15.463 17.529 -0.2 0.9 0.4 -0.2553
H 28.778 16.977 20.429 -0.1 0.8 -0.2 0.2405
H 19.089 23.776 15.032 -0.3 -0.2 0.0 0.3157
H 16.566 14.172 22.067 -0.2 -0.1 0.0 0.2855
H 17.779 11.919 21.422 0.6 0.5 -0.1 0.2076
H 16.706 19.907 21.339 0.0 0.2 0.3 0.3771
H 14.799 14.146 16.571 0.6 -0.9 0.4 0.2587
H 15.762 13.738 19.402 -0.1 0.1 0.3 0.0475
H 27.151 19.880 11.751 0.3 0.6 0.2 0.2613
H 16.783 13.965 12.905 0.0 0.6 0.1 0.3308
H 23.422 12.621 20.027 0.1 -0.3 0.2 0.1147
H 21.966 13.625 14.049 1.0 0.0 0.4 0.1251
H 23.787 18.640 25.434 0.4 0.0 0.2 0.3759
H 26.409 17.934 20.438 0.4 0.9 0.7 0.0934
H 21.062 18.570 21.155 0.5 0.5 -0.4 0.5090
H 30.349 14.089 18.086 -0.1 0.2 0.8 0.3038
H 20.507 14.849 19.437 -0.6 0.5 -0.4 -1.1625
H 9.628 17.164 12.418 0.8 -0.2 -0.1 0.3011
H 20.709 20.028 13.315 -0.2 -0.3 -0.5 0.3983
H 22.262 15.948 15.379 -0.1 0.3 0.0 -0.8854
H 17.472 16.514 14.712 -0.3 0.7 0.1 0.0325
H 19.454 12.252 20.892 0.2 0.3 0.4 0.3156
H 21.578 16.935 21.553 0.0 -0.3 -0.1 0.5563
H 20.233 19.195 16.012 -0.9 0.1 1.6 -0.1752
H 26.483 10.508 10.940 -0.1 0.3 -0.3 0.3420
H 15.734 18.255 14.983 0.4 0.4 0.4 0.3688
H 18.187 19.427 14.912 0.0 0.1 -0.1 0.1601
H 24.424 20.782 21.854 0.2 -0.1 0.2 0.3465
H 24.364 11.192 20.504 0.1 -0.2 -0.1 0.4384
H 19.389 20.127 20.019 0.3 0.3 0.4 0.2480
H 18.754 18.516 23.069 0.0 0.8 0.3 0.1761
H 27.277 15.878 12.561 -0.1 0.2 -0.3 0.1438
H 13.524 19.155 14.350 -0.3 0.9 0.8 0.4285
H 20.218 16.039 13.284 -0.2 0.1 0.0 0.3031
H 16.000 15.618 14.697 -0.1 0.3 -0.9 0.2991
H 18.377 11.132 18.375 0.4 0.2 0.0 0.3401
H 22.743 9.976 21.837 0.3 0.2 -0.2 0.2259
H 10.320 17.949 11.008 0.4 0.3 0.0 0.2968
H 14.332 8.591 17.111 0.4 0.1 0.0 0.3077
H 23.823 13.195 11.513 0.0 0.4 -0.2 0.5217
H 17.350 15.859 25.242 -0.2 -0.6 -0.4 0.4493
H 21.547 13.455 21.776 0.1 -0.2 0.0 -0.2944
H 24.913 12.802 12.804 0.6 0.3 -0.4 -0.0021
H 26.075 18.212 12.847 -0.4 -0.1 0.3 -0.1074
H 26.119 24.149 16.029 0.7 -0.5 0.1 0.2749
H 30.658 12.657 16.330 0.1 -0.7 0.4 0.3603
H 30.608 15.443 17.204 -0.1 -0.1 0.0 0.2212
H 28.660 11.294 13.720 0.4 0.1 -0.1 -0.0594
H 16.251 16.569 16.888 -0.3 0.2 0.3 -0.1437
H 17.619 14.183 24.763 0.7 -0.9 0.0 0.3882
H 20.345 12.038 11.302 -0.2 0.1 0.0 0.3528
H 17.606 15.173 21.034 0.0 0.0 0.0 -0.3176
H 20.291 13.818 14.398 -0.3 0.0 0.3 -0.1548
H 18.423 14.605 16.133 -0.1 -0.4 -0.3 -0.0521
H 25.013 21.542 18.346 0.2 0.1 -0.2 0.4788
H 17.801 14.726 11.674 0.3 -0.3 -0.6 0.3357
H 31.803 13.125 11.904 0.2 0.2 0.1 0.2218
H 13.616 11.601 17.166 1.7 0.0 -0.1 0.2578
H 20.863 18.260 14.920 0.2 0.3 -0.1 -0.3920
H 19.565 19.513 24.143 -0.1 -0.2 0.2 0.2981
H 14.983 16.017 18.018 0.8 0.4 0.3 0.1632
H 24.618 20.163 20.201 0.4 -0.1 0.9 -0.1870
H 23.421 16.916 25.102 0.3 -0.2 0.6 0.2891
H 26.001 23.877 17.742 0.2 -0.5 -0.2 0.3011
H 26.071 16.123 11.360 -0.7 0.3 -0.3 0.4563
H 21.376 11.714 12.717 -0.3 0.4 -0.2 0.1057
H 22.286 17.348 12.958 0.2 -0.4 0.2 0.1907
H 18.215 13.768 17.737 0.2 0.3 -0.5 -0.5709
H 16.115 20.636 19.794 0.5 -0.5 0.2 0.3795
H 25.176 15.030 17.912 -0.8 0.0 -0.5 0.1739
H 20.321 24.107 13.817 0.3 -0.1 0.1 0.2887
H 16.470 19.175 17.833 -0.1 0.1 -0.1 0.6918
H 18.029 20.121 13.320 0.2 -0.1 -0.3 0.4524
H 18.777 15.820 23.238 -0.2 0.1 -0.1 -1.7372
H 20.135 9.178 17.024 0.1 -0.1 -0.3 0.3104
H 21.582 17.207 19.288 -0.1 -0.8 0.1 0.1918
H 11.575 17.595 14.354 0.0 -0.5 0.5 0.2963
H 20.137 9.811 15.483 0.2 -0.4 -0.1 0.3365
H 28.521 18.856 21.950 -0.3 0.0 -0.2 0.2506
H 10.547 16.202 11.180 -0.6 0.1 -0.1 0.2425
H 27.726 16.511 11.003 0.9 -0.2 -1.0 0.5102
H 20.385 14.441 23.233 -0.1 -0.1 0.2 -0.1925
H 23.367 17.366 17.031 0.2 -0.2 0.5 -0.1198
H 23.237 12.948 15.573 0.2 -0.1 0.2 -0.3466
H 25.903 18.854 15.784 0.1 -0.1 0.1 0.2304
H 14.339 8.429 18.914 0.2 0.7 -0.6 0.2188
H 30.860 15.069 14.631 -0.1 0.8 -0.4 0.3177
H 13.714 18.943 12.674 0.1 0.2 -0.7 0.3431
H 19.949 10.595 19.012 -0.1 -0.3 -0.1 0.7524
H 29.070 17.938 12.612 0.0 0.0 0.3 0.3962
H 27.228 22.935 16.875 1.5 -0.1 -0.2 0.2692
H 22.130 11.141 17.589 0.1 -0.6 0.8 0.8247
H 27.947 9.882 12.994 -0.2 -0.5 -0.2 0.2656
H 25.342 14.755 14.132 0.3 0.7 -0.2 -0.3117
H 23.722 11.563 14.511 -0.2 0.4 0.9 0.0628
H 14.131 13.658 18.693 0.2 -0.2 0.1 0.4068
H 22.247 16.095 11.787 -0.3 -0.5 0.0 0.4544
H 16.007 13.259 15.853 -0.1 0.4 0.0 0.1569
H 24.837 12.778 21.002 1.1 0.9 0.4 0.4711
H 28.709 12.827 15.061 0.1 -0.4 -0.2 -0.2969
H 33.068 13.630 13.056 0.2 0.3 0.0 0.2889
H 24.418 19.337 17.637 0.2 0.5 -0.1 -0.8031
H 18.726 18.455 13.580 0.0 0.5 -0.2 0.1972
H 21.840 19.777 23.437 0.3 -0.7 0.0 0.2049
H 20.679 15.791 15.743 0.2 0.1 -0.2 -0.6354
H 19.661 12.074 13.006 0.4 0.0 -0.7 0.1853
H 19.293 16.137 18.914 0.0 0.2 0.5 0.0698
H 21.529 12.657 16.952 0.1 0.4 0.4 -0.3057
H 16.000 18.282 13.192 0.2 -0.3 0.9 0.6641
H 30.121 19.466 14.479 0.1 0.1 -0.6 0.3589
H 19.844 17.401 21.319 0.0 -0.5 0.1 -0.6669
H 23.291 15.877 13.170 0.0 0.0 0.3 -0.0384
H 15.697 18.961 20.223 -0.1 0.2 0.3 0.3757
H 28.031 17.291 13.985 0.4 0.2 -0.2 0.0386
H 18.573 20.840 18.774 0.0 -0.4 0.3 0.2187
H 18.038 13.106 20.161 0.7 0.0 0.8 0.0213
H 23.964 17.141 18.693 0.5 0.4 0.7 1.0569
H 21.629 18.764 24.820 0.1 -0.1 1.2 0.7168
H 24.387 12.848 9.201 0.1 0.2 0.2 0.2529
```
Forces are in eV/Å.

Summary:
highest occupied orbital energy	-8.235	eV
E_tot	-126321.5604	eV

=====

The following is a DFT calculation (ωB97M-V/def2-TZVPD) of a 2-piece molecular cluster, C12H20Cl2N4O3P overall.

Structure (XYZ):
```
42
Properties=species:S:1:pos:R:3:forces:R:3:nbo_charge:R:1
Cl -0.933 2.062 -4.524 0.2 0.0 0.1 0.0996
Cl 1.471 2.279 2.392 -0.3 -0.3 -0.4 -0.2591
P 2.251 1.189 0.826 1.7 0.0 0.0 1.1178
O 0.237 -2.591 1.054 -0.1 0.2 -0.2 -0.7004
O -0.776 2.098 0.515 0.3 0.0 0.0 -0.6537
O 1.922 -0.375 1.079 -0.5 0.9 -0.6 -0.9651
N 1.116 1.473 -3.073 0.1 -0.1 0.0 -0.1675
N -2.127 2.563 -1.831 0.3 -0.9 2.0 -0.5547
N 1.712 1.309 -1.923 1.5 -0.7 0.5 -0.0758
N -0.768 -3.747 2.683 0.2 0.1 0.0 -0.5959
C -3.101 1.761 -1.510 -0.2 0.2 -0.3 0.5707
C 0.314 -3.141 2.152 0.0 0.0 0.0 0.6933
C -0.847 2.121 -1.842 -0.2 0.2 -1.6 0.1606
C 1.185 1.502 -0.715 -1.3 0.1 1.0 -0.1235
C -0.142 1.906 -0.656 -0.2 0.1 -0.1 0.2644
C -3.890 1.906 -0.253 -1.3 1.0 -0.8 -0.7136
C -3.508 0.657 -2.455 0.3 0.2 0.4 -0.7241
C 1.595 -3.168 2.945 0.0 0.0 -0.1 -0.7247
C 4.119 2.055 -1.758 -0.4 -0.6 0.3 -0.6264
C -0.121 1.857 -3.026 -0.6 0.6 -0.6 0.1348
C 3.133 0.881 -2.010 0.9 0.5 -0.9 -0.2433
C -0.876 -4.446 3.954 -0.3 0.0 -0.3 -0.4144
H 3.328 0.010 -1.389 -0.3 0.1 0.3 0.2363
H 3.304 0.564 -3.035 -0.5 -0.2 0.0 0.2516
H 4.788 1.778 -0.947 0.1 0.2 0.0 0.2411
H -2.710 -0.090 -2.497 -0.1 -0.1 -0.2 0.2528
H -3.501 1.244 0.522 0.2 0.0 -0.1 0.2761
H 1.150 -0.700 0.585 -0.1 -0.8 0.7 0.5323
H -4.462 0.212 -2.186 0.2 -0.2 0.2 0.2413
H 1.920 -4.195 3.107 0.0 0.0 0.1 0.2370
H -1.639 -3.962 4.565 0.1 -0.1 0.1 0.2051
H 4.688 2.239 -2.664 0.0 0.2 0.0 0.2359
H 0.066 -4.440 4.491 0.0 0.0 0.0 0.2171
H -3.916 2.938 0.095 0.4 -0.1 0.2 0.2499
H 3.584 2.955 -1.460 0.1 0.1 -0.1 0.2200
H 1.459 -2.669 3.905 0.0 -0.1 0.1 0.2341
H -4.929 1.633 -0.455 0.0 -0.2 0.2 0.2393
H -1.077 3.022 0.515 -0.4 -0.1 0.2 0.5078
H -1.588 -3.692 2.099 0.0 0.0 0.0 0.4014
H -1.177 -5.477 3.771 0.1 0.0 0.1 0.2082
H -3.618 1.119 -3.436 0.2 -0.1 -0.1 0.2661
H 2.365 -2.643 2.389 -0.1 0.0 0.0 0.2477
```
Forces are in eV/Å.

Summary:
highest occupied orbital energy	-11.981	eV
net charge	+1
E_tot	-59197.8919	eV